Below is C21H40Cl3N2O4PrSi as an isolated structure in a non-equilibrium geometry, with properties calculated with ωB97M-V/def2-TZVPD.

Structure (ORCA input):
```
! RIJCOSX wB97M-V def2-TZVPD def2/J DEFGRID3
* xyz 0 3
C -1.586 -2.253 -3.311
C -1.261 -3.007 -2.062
H -1.741 -2.921 -4.165
H -0.762 -1.555 -3.546
H -2.487 -1.638 -3.173
C -0.655 -4.200 -2.049
C -0.285 -4.960 -3.273
H -0.370 -4.669 -1.104
H 0.143 -4.306 -4.046
H -1.140 -5.485 -3.721
H 0.461 -5.719 -3.018
Pr 0.828 1.292 0.623
Cl -2.118 1.400 1.068
Cl 3.082 2.531 -0.076
H 1.106 5.378 4.767
H -1.330 6.187 4.243
C 1.206 5.091 3.719
C -1.130 5.911 3.199
N -0.120 4.861 3.143
H 1.781 4.161 3.633
C -0.308 3.775 2.424
O 0.629 2.936 2.262
H -2.045 5.510 2.742
H -1.300 3.605 1.981
H 1.728 5.890 3.180
H -0.802 6.797 2.641
H 1.568 -1.268 -1.829
H 2.620 -4.105 -0.825
C 2.656 -1.248 -1.636
C 3.455 -3.410 -0.633
N 2.978 -2.045 -0.449
H 2.988 -0.204 -1.509
C 2.832 -1.558 0.786
O 2.317 -0.442 1.034
H 3.962 -3.725 0.293
H 3.189 -2.221 1.587
H 3.178 -1.706 -2.493
H 4.152 -3.453 -1.478
O -0.639 -1.150 -0.968
C -1.463 -2.174 -0.787
C -0.040 -3.322 0.959
C -1.310 -2.917 0.555
H 0.818 -2.984 0.366
C 0.100 -4.152 2.074
H -2.509 -1.803 -0.835
C -2.432 -3.220 1.325
H 1.102 -4.465 2.376
C -1.045 -4.582 2.767
C -2.303 -4.104 2.398
H -3.387 -2.770 1.041
H -0.940 -5.277 3.594
H -3.194 -4.419 2.944
Si -0.609 3.137 -2.539
Cl 0.137 1.142 -1.983
C 1.000 4.083 -2.716
C -1.875 3.845 -1.375
C -1.377 2.923 -4.220
H 1.724 3.847 -1.918
H 0.830 5.170 -2.729
H 1.453 3.812 -3.685
H -0.660 2.461 -4.919
H -1.647 3.923 -4.607
H -2.294 2.311 -4.165
H -2.055 3.215 -0.492
H -2.832 3.934 -1.914
H -1.599 4.852 -1.035
C 0.144 -0.172 3.915
O -0.130 -0.052 2.508
H 1.157 -0.583 4.013
H -0.587 -0.855 4.385
H 0.093 0.818 4.399
H -1.051 0.306 2.339
*
```

**E**: -93115.2599 eV
**Orbital gap (alpha / beta)**: 0.236 / 0.236 Eh

Here are the Löwdin charges for atoms 1 to 8, given in e: C -0.056; C -0.235; H 0.069; H 0.075; H 0.083; C -0.138; C -0.127; H 0.091